Entry 1:
C6H12O in the gas phase. Source: the Open Molecules 2025 dataset; level of theory: ωB97M-V/def2-TZVPD.

Each line ends with the Mulliken charge.
Element x y z (Å)
C: -2.02803 -0.90776 0.22606  -1.573
C: -1.42558 0.48093 0.11681  0.265
C: -0.84810 0.91985 -1.20115  -0.783
C: 0.05142 0.77170 0.00507  -0.137
C: 1.09317 -0.32128 0.18297  0.417
C: 2.52874 0.13359 -0.04932  -1.461
O: 1.06880 -0.79937 1.52435  -0.553
H: -1.47124 -1.67751 -0.32328  0.315
H: -3.02968 -0.87158 -0.21222  0.406
H: -2.14713 -1.25064 1.26212  0.373
H: -1.98435 1.23175 0.67725  0.333
H: -0.78039 0.17019 -1.98996  0.242
H: -1.08456 1.91466 -1.57606  0.271
H: 0.36201 1.71490 0.45077  0.313
H: 0.86316 -1.14630 -0.50996  0.189
H: 2.72426 0.42675 -1.08742  0.344
H: 3.20158 -0.68644 0.22289  0.358
H: 2.76141 0.97593 0.61092  0.345
H: 0.16349 -1.09474 1.68129  0.337

## Properties
**HOMO**: -10.12 eV
**Orbital gap**: 0.40973 hartree
**SMILES**: C[C@@H]1C[C@@H]1[C@@H](C)O

=====

Entry 2:
C6H12O as an isolated structure. Source: the Open Molecules 2025 dataset; level of theory: ωB97M-V/def2-TZVPD.

Each line ends with the Mulliken charge.
Element x y z (Å)
C: -1.30710 1.12588 1.45220  -0.948
C: -0.43872 1.16123 0.26923  0.299
O: 0.43759 2.25669 0.14940  -0.539
C: 0.49687 -0.17441 0.48643  -0.050
C: -0.45453 -1.27672 0.85141  -0.867
C: 1.21396 -0.72354 -0.60950  -0.357
C: 0.65768 -0.84841 -1.99291  -1.105
H: -1.18110 -0.30546 1.57504  0.114
H: -2.38228 1.25146 1.33921  0.328
H: -0.88093 1.62096 2.33167  0.313
H: -1.01472 1.00280 -0.65787  0.179
H: 1.14229 1.94671 -0.44157  0.335
H: 1.14680 0.03527 1.34493  0.273
H: -1.17817 -1.57528 0.09007  0.314
H: -0.10780 -2.10614 1.46509  0.355
H: 2.28953 -0.87661 -0.51376  0.401
H: -0.43377 -0.79387 -2.01810  0.306
H: 0.96765 -1.77810 -2.47992  0.365
H: 1.03791 -0.02613 -2.62003  0.284

## Properties
**HOMO (spin up / spin down)**: -7.63 / -7.52 eV
**Orbital gap (spin up / spin down)**: 0.29583 / 0.27604 hartree

=====

Entry 3:
C6H12O in the gas phase. Source: the Open Molecules 2025 dataset; level of theory: ωB97M-V/def2-TZVPD.

Each line ends with the Mulliken charge.
Element x y z (Å)
C: 2.17277 -0.12379 -1.40644  -1.737
C: 0.98951 -0.32560 -0.46147  0.892
C: 1.40020 -1.08070 0.78112  -1.273
C: 0.31588 0.98633 -0.13711  -0.938
C: -0.88493 0.95764 0.79962  -0.450
C: -1.78385 -0.23960 0.51846  -0.066
O: -2.90990 -0.13147 -0.06463  -0.538
H: 3.04130 0.41070 -0.91300  0.324
H: 2.70492 -1.00260 -1.74402  0.400
H: 1.85652 0.44101 -2.20726  0.458
H: 0.21943 -0.87813 -1.09248  0.213
H: 1.83033 -2.12012 0.51315  0.309
H: 0.59997 -1.28960 1.51195  0.332
H: 2.20039 -0.39192 1.28389  0.286
H: 1.02089 1.73837 0.23870  0.402
H: 0.04353 1.52748 -1.06495  0.382
H: -1.50316 1.93251 0.78588  0.330
H: -0.61339 0.82327 1.90532  0.278
H: -1.37908 -1.18490 0.73474  0.396

## Properties
**HOMO**: -9.77 eV
**Orbital gap**: 0.39368 hartree
**SMILES**: CC(C)CCC=O

=====

Entry 4:
C6H12O in the gas phase. Source: the Open Molecules 2025 dataset; level of theory: ωB97M-V/def2-TZVPD.

Each line ends with the Mulliken charge.
Element x y z (Å)
C: 1.99728 -0.59087 0.36558  -0.976
C: 1.27871 0.49324 0.67047  0.571
O: 1.16307 0.95939 1.94790  -0.470
C: 0.39002 1.26610 -0.26078  -0.644
C: -1.09022 0.95164 0.04296  -0.830
C: -1.38106 -0.54866 0.10633  -0.384
C: -0.97108 -1.26977 -1.18474  -1.016
H: 2.15959 -0.90394 -0.65818  0.338
H: 2.42077 -1.21676 1.14840  0.220
H: 1.78646 0.46567 2.49737  0.304
H: 0.56314 2.34224 -0.14361  0.360
H: 0.62637 1.00136 -1.29648  0.308
H: -1.37719 1.42971 0.98662  0.354
H: -1.71110 1.39680 -0.74611  0.358
H: -2.44453 -0.69871 0.32645  0.393
H: -0.83366 -0.98737 0.94933  0.330
H: 0.02152 -1.71356 -1.06395  0.183
H: -1.67712 -2.05552 -1.46665  0.331
H: -0.90724 -0.57237 -2.02929  0.270

## Properties
**HOMO**: -8.84 eV
**Orbital gap**: 0.35905 hartree
**SMILES**: C=C(O)CCCC

=====

Entry 5:
C6H12O in the gas phase. Source: the Open Molecules 2025 dataset; level of theory: ωB97M-V/def2-TZVPD.

Each line ends with the Mulliken charge.
Element x y z (Å)
C: -1.96783 -0.96402 -0.01416  -1.476
C: -1.46927 0.45961 0.16040  0.356
C: -0.86822 1.02945 -1.05524  -0.832
C: -0.00688 0.72732 0.30805  -0.447
C: 0.97394 -0.43163 0.37239  0.625
C: 2.35370 0.01382 -0.08113  -1.561
O: 1.01678 -0.99248 1.68434  -0.545
H: -1.38945 -1.51518 -0.76433  0.316
H: -2.99707 -0.91244 -0.38642  0.398
H: -1.95330 -1.53596 0.91457  0.309
H: -2.15760 1.09068 0.71345  0.390
H: -0.63595 0.42990 -1.91864  0.256
H: -1.13470 2.07243 -1.26857  0.307
H: 0.35654 1.66703 -0.13913  0.272
H: 0.64373 -1.27378 -0.24616  0.200
H: 2.31806 0.34938 -1.12367  0.344
H: 3.07232 -0.80508 0.00435  0.358
H: 2.69791 0.85351 0.53501  0.386
H: 1.14728 -0.26254 2.30488  0.344

## Properties
**HOMO**: -8.69 eV
**Orbital gap**: 0.35956 hartree
**SMILES**: C[C@@H]1C[C@@H]1[C@@H](C)O

=====

Entry 6:
A 2-piece molecular cluster, C6H12O overall. Source: the Open Molecules 2025 dataset; level of theory: ωB97M-V/def2-TZVPD.

Each line ends with the Mulliken charge.
Element x y z (Å)
C: -2.38976 -0.40734 1.35440  -0.680
C: -1.12391 -0.82120 1.33381  -0.582
C: -0.24959 -0.13608 0.30908  0.585
C: 1.01793 0.39169 0.94325  -1.548
C: -0.64963 -0.06002 -0.98456  -0.096
C: -0.24221 1.09130 -1.81949  -1.165
H: -2.87451 0.23518 0.54040  0.227
H: -3.19880 -0.76350 1.91731  0.323
H: -0.64840 -1.34280 2.10906  0.367
H: 1.62816 -0.41932 1.34405  0.429
H: 0.74433 1.04521 1.83040  0.365
H: 1.38199 1.17469 0.34746  0.402
H: -1.32210 -0.75065 -1.48706  0.482
H: -0.74431 0.96269 -2.81878  0.303
H: 0.86187 1.06760 -2.10557  0.242
H: -0.31970 2.07281 -1.40079  0.342
O: 3.07337 -1.15755 -0.35586  -0.642
H: 2.31572 -1.42980 0.10391  0.332
H: 2.73956 -0.75291 -1.16101  0.314

## Properties
**HOMO**: -8.61 eV
**Orbital gap**: 0.34734 hartree
**SMILES**: C=C/C(C)=C/C.O

=====

Entry 7:
C6H12O in the gas phase. Source: the Open Molecules 2025 dataset; level of theory: ωB97M-V/def2-TZVPD.

Each line ends with the Mulliken charge.
Element x y z (Å)
C: 0.42158 0.23372 2.53362  -1.164
C: 0.14049 0.86544 1.17054  -0.680
C: -0.15745 -0.14718 0.05377  0.500
C: 1.14767 -0.84861 -0.25729  -0.189
O: 1.50909 -1.88416 0.24672  -0.492
C: -0.73195 0.49532 -1.20844  -0.657
C: -0.71756 -0.52947 -2.35268  -1.162
H: 0.62326 1.00742 3.28452  0.355
H: -0.43311 -0.36155 2.87584  0.302
H: 1.28579 -0.43788 2.49804  0.301
H: -0.70089 1.56366 1.25357  0.349
H: 1.00224 1.47616 0.86408  0.331
H: -0.85735 -0.91007 0.42107  0.188
H: 1.81513 -0.28812 -0.96026  0.349
H: -0.16522 1.40126 -1.46900  0.323
H: -1.74856 0.84072 -0.99312  0.388
H: -1.70019 -0.71903 -2.78362  0.326
H: -0.35199 -1.49485 -1.99425  0.351
H: -0.04897 -0.22966 -3.16020  0.283

## Properties
**HOMO**: -9.66 eV
**Orbital gap**: 0.39514 hartree
**SMILES**: CCC(C=O)CC

=====

Entry 8:
A 2-piece molecular cluster, C6H12O overall. Source: the Open Molecules 2025 dataset; level of theory: ωB97M-V/def2-TZVPD.

Each line ends with the Mulliken charge.
Element x y z (Å)
C: -2.30139 0.75156 0.31945  -1.275
C: -0.85805 0.93018 -0.03524  -0.146
C: -0.02174 0.06663 -0.63604  0.679
C: -0.42090 -1.30177 -1.06006  -0.137
O: -1.51817 -1.80960 -0.95583  -0.490
C: 1.42708 0.43136 -0.88647  -0.927
C: 2.33578 0.09711 0.30085  -1.027
H: -2.91486 1.40989 -0.31057  0.337
H: -2.46922 1.06414 1.35724  0.338
H: -2.63552 -0.27525 0.17950  0.325
H: -0.43620 1.90317 0.23336  0.339
H: 0.40678 -1.88255 -1.52799  0.296
H: 1.50030 1.50182 -1.11164  0.340
H: 1.79117 -0.09503 -1.77950  0.392
H: 3.37693 0.35771 0.08095  0.360
H: 2.02339 0.65339 1.19232  0.293
H: 2.29790 -0.97088 0.54679  0.301
H: -0.50883 -1.17512 2.07101  -0.134
H: -1.07446 -1.65674 2.02188  0.136

## Properties
**HOMO**: -9.61 eV
**Orbital gap**: 0.36501 hartree
**SMILES**: C/C=C(\C=O)CC.[H][H]

=====

Entry 9:
A 2-piece molecular cluster, C6H12O overall. Source: the Open Molecules 2025 dataset; level of theory: ωB97M-V/def2-TZVPD.

Each line ends with the Mulliken charge.
Element x y z (Å)
C: 0.77133 0.26119 -2.56890  -1.469
C: 0.85287 -0.98913 -1.68809  -0.206
C: -0.16248 -1.07585 -0.45982  -0.909
C: 0.19754 -0.03904 0.57752  0.535
C: -0.64365 -0.27045 1.83706  -0.348
C: -1.13321 0.63309 2.75259  -0.880
H: 0.83950 0.95868 -2.04517  0.547
H: -0.32859 0.33225 -3.23411  0.208
H: 1.50439 0.29786 -3.25459  0.473
H: 2.06570 -0.84924 -1.68323  0.188
H: 0.48739 -1.57873 -2.52172  0.218
H: -0.43922 -2.46403 -0.11241  0.260
H: -1.15706 -0.95574 -0.58233  0.587
H: 1.47602 -0.01633 0.79057  0.197
H: -0.55498 2.10292 0.42896  0.311
H: -1.12119 -1.37808 1.81603  0.127
H: -0.96020 1.53411 2.88741  0.584
H: -2.05117 0.20870 3.53004  0.139
O: 0.11812 1.33609 0.15980  -0.561

## Properties
**HOMO**: -9.63 eV
**Orbital gap**: 0.38096 hartree

=====

Entry 10:
A 3-piece molecular cluster, C6H12O overall. Source: the Open Molecules 2025 dataset; level of theory: ωB97M-V/def2-TZVPD.

Each line ends with the Mulliken charge.
Element x y z (Å)
C: 1.77852 0.89915 -0.25690  -0.539
C: 1.64938 -0.31806 -0.67460  -0.360
C: 1.35752 0.73969 -1.68629  -0.477
H: 2.23506 1.51741 0.49065  0.497
H: 1.86724 -1.35669 -0.51474  0.475
H: 0.32367 0.95344 -1.98675  0.159
H: 2.09782 0.89831 -2.46745  0.245
C: -0.31057 1.87794 0.54804  -0.348
O: -1.20942 1.38535 -0.08914  -0.436
H: 0.20257 2.79159 0.20300  0.402
H: 0.00562 1.48684 1.53468  0.305
C: -1.51234 -1.40876 1.04543  -0.860
C: -1.09787 -1.29963 -0.41378  0.026
H: -2.38677 -2.05661 1.15322  0.338
H: -0.70943 -1.82999 1.66303  0.248
H: -1.76448 -0.41614 1.43524  0.218
H: -1.84276 -0.76709 -1.00839  0.255
H: -0.88017 -2.27111 -0.86795  0.418
H: -0.17955 -0.71928 -0.48883  -0.566

## Properties
**HOMO**: -9.51 eV
**Orbital gap**: 0.36921 hartree
**SMILES**: C1=CC1.C=O.CC

=====

Entry 11:
C6H12O in the gas phase. Source: the Open Molecules 2025 dataset; level of theory: ωB97M-V/def2-TZVPD.

Each line ends with the Mulliken charge.
Element x y z (Å)
C: 1.68138 1.67458 -0.10202  -1.541
C: 0.73733 0.44617 -0.20428  0.676
C: 1.18017 -1.02193 0.38064  -1.185
C: -0.44342 0.41486 0.72451  -0.688
O: -1.88499 0.93962 0.73451  -0.532
C: -1.61022 -0.40155 0.45897  0.411
C: -1.91632 -0.80994 -0.96279  -1.370
H: 2.58490 1.58248 -0.72280  0.391
H: 1.17575 2.58902 -0.45316  0.360
H: 1.99715 1.87323 0.92694  0.327
H: 0.54392 0.27060 -1.27185  0.282
H: 0.82832 -1.38605 1.37789  0.318
H: 2.25602 -1.03013 0.43495  0.430
H: 0.79967 -1.78173 -0.31315  0.258
H: -0.05662 0.52448 1.73044  0.470
H: -1.86214 -1.15373 1.20907  0.409
H: -1.73069 0.02404 -1.65174  0.369
H: -2.97309 -1.08078 -1.03885  0.371
H: -1.30710 -1.67325 -1.25728  0.242

## Properties
**HOMO**: -9.89 eV
**Orbital gap**: 0.40139 hartree
**SMILES**: CC(C)[C@H]1O[C@H]1C

=====

Entry 12:
A 2-piece molecular cluster, C6H12O overall. Source: the Open Molecules 2025 dataset; level of theory: ωB97M-V/def2-TZVPD.

Each line ends with the Mulliken charge.
Element x y z (Å)
C: 0.87465 -1.23959 0.03600  -0.941
C: -0.45053 -1.16343 0.11677  0.896
C: -1.36062 -2.21221 -0.46370  -1.226
C: -1.12130 0.01143 0.79898  -0.699
C: -1.59358 1.02792 -0.21580  0.114
O: -1.24841 2.18564 -0.22477  -0.472
H: 1.51760 -0.48192 0.47582  0.172
H: 1.36847 -2.06850 -0.46534  0.272
H: -0.80488 -2.92392 -1.07916  0.357
H: -1.86487 -2.77315 0.33269  0.284
H: -2.14666 -1.76826 -1.08637  0.281
H: -0.44422 0.52018 1.48948  0.342
H: -2.00057 -0.33290 1.36225  0.339
H: -2.29978 0.64847 -0.98559  0.275
C: 2.31163 2.11192 -0.01824  -0.970
H: 2.78450 3.09477 -0.07989  0.323
H: 2.54689 1.53715 -0.91874  0.255
H: 2.70400 1.58744 0.85899  0.251
H: 1.22767 2.23897 0.06661  0.147

## Properties
**HOMO**: -9.44 eV
**Orbital gap**: 0.38023 hartree
**SMILES**: C=C(C)CC=O.C

=====

Entry 13:
C6H12O in the gas phase. Source: the Open Molecules 2025 dataset; level of theory: ωB97M-V/def2-TZVPD.

Each line ends with the Mulliken charge.
Element x y z (Å)
C: 1.87474 -0.47455 0.09810  -1.394
C: 0.81771 0.35779 -0.62371  0.262
O: 0.79246 1.65695 -0.02462  -0.451
C: -0.36382 1.80084 0.79674  -0.493
C: -1.07216 0.44611 0.80113  -0.818
C: -0.64007 -0.13177 -0.54636  0.488
C: -0.90538 -1.62132 -0.72809  -1.634
H: 1.67487 -0.44780 1.17252  0.293
H: 1.94211 -1.52136 -0.23067  0.345
H: 2.84528 0.00393 -0.06434  0.361
H: 1.12307 0.49720 -1.66513  0.328
H: -0.06648 2.12924 1.80048  0.274
H: -1.00410 2.57784 0.35460  0.294
H: -0.71228 -0.20307 1.61008  0.294
H: -2.15729 0.54441 0.90632  0.405
H: -1.18572 0.41074 -1.33017  0.305
H: -1.98034 -1.82388 -0.65322  0.412
H: -0.57905 -1.97887 -1.71205  0.365
H: -0.40355 -2.22243 0.03837  0.362

## Properties
**HOMO**: -9.46 eV
**Orbital gap**: 0.38805 hartree
**SMILES**: C[C@@H]1OCC[C@@H]1C

=====

The following energy relative to the best compared isomer or geometry (same formula, charge and spin) values (in kcal per mole) correspond, in order, to the records above: 24.3, 115.8, 31.2, 18.2, 66.3, 67.7, 13.0, 43.7, 196.6, 106.7, 57.7, 28.4, 9.3.
The following E values (in Eh) correspond, in order, to the records above: -311.02057, -310.87466, -311.00947, -311.03035, -310.95369, -310.95144, -311.03850, -310.98963, -310.74599, -310.88931, -310.96737, -311.01394, -311.04443.
The following strongest force on any atom values (in eV/Å) correspond, in order, to the records above: 0.46, 1.74, 5.95, 0.32, 2.60, 3.81, 0.46, 0.51, 13.87, 0.85, 2.00, 0.57, 0.33.